{
  "formula": "C11H19F6N3O8RhS2",
  "method": "ωB97M-V/def2-TZVPD",
  "homo_ev": [-12.1, -12.1],
  "de_lowest_kj_mol": 59.8,
  "lumo_ev": [-4.547, -4.542],
  "charge": 1,
  "symbols": ["Rh", "C", "N", "C", "C", "O", "C", "O", "C", "C", "O", "N", "C", "C", "H", "H", "H", "H", "H", "H", "H", "H", "H", "H", "H", "H", "H", "H", "H", "H", "F", "C", "F", "F", "S", "O", "O", "N", "S", "O", "O", "C", "F", "F", "F", "C", "O", "H", "H", "H"],
  "coordinates": [[-0.82702, 0.70918, 0.54940], [3.80495, -1.01303, 1.90616], [2.45027, -0.66398, 2.32973], [2.26245, -0.28964, 3.73264], [1.45488, -0.60960, 1.48084], [0.27928, -0.32896, 1.86134], [1.68142, -0.91822, 0.00804], [0.44548, -0.78469, -0.66402], [-0.31548, -1.95619, -0.89781], [-1.71415, -1.81596, -0.29928], [-2.03880, -0.78639, 0.36011], [-2.59644, -2.77210, -0.47171], [-2.33615, -3.99172, -1.22761], [-3.94862, -2.65779, 0.07797], [4.37132, -1.30115, 2.78772], [4.29517, -0.15805, 1.43974], [3.80179, -1.85937, 1.22291], [2.40577, -1.16626, 4.36344], [1.26274, 0.10694, 3.87192], [3.00282, 0.46513, 3.99321], [2.09259, -1.92186, -0.12582], [2.37355, -0.20117, -0.43103], [0.16817, -2.83111, -0.45423], [-0.38710, -2.10773, -1.97649], [-1.34242, -3.99499, -1.66064], [-3.06473, -4.07515, -2.03331], [-2.43733, -4.85465, -0.56986], [-4.01344, -1.79745, 0.73316], [-4.17546, -3.56512, 0.63510], [-4.65969, -2.55061, -0.74067], [1.24150, 5.52593, -1.26103], [1.80491, 4.43628, -0.78043], [2.87666, 4.12422, -1.49212], [2.15349, 4.62788, 0.48632], [0.59224, 3.04435, -0.80487], [1.25557, 1.90461, -0.17131], [-0.56438, 3.45750, -0.05168], [0.32984, 2.91348, -2.33616], [-0.68308, 1.82701, -2.87046], [-1.28099, 1.02577, -1.80422], [-1.53075, 2.31960, -3.89246], [0.46597, 0.63765, -3.71400], [-0.18404, -0.51167, -3.93912], [1.52761, 0.36882, -2.95091], [0.87830, 1.13701, -4.86114], [-2.24894, 2.63963, 2.11780], [-1.69615, 1.33586, 2.11301], [-3.06722, 2.59325, 2.84164], [-2.66457, 2.91312, 1.14330], [-1.50177, 3.37138, 2.42693]],
  "forces_ev_per_angstrom": [[1.1866, -0.4324, -0.4827], [0.0718, -0.0276, 0.0379], [-0.1182, -0.0381, -0.0593], [0.0106, 0.0230, 0.0560], [0.1084, -0.0917, -0.1907], [-0.1238, 0.3455, 0.1361], [0.0401, -0.0631, 0.1222], [-0.1397, -0.0222, -0.2831], [-0.0507, -0.0921, 0.1145], [0.1462, 0.1232, -0.0947], [-0.3914, -0.1898, 0.2022], [0.0624, -0.0115, -0.0078], [0.0008, -0.0398, -0.0245], [-0.0475, 0.0177, 0.0119], [-0.0098, 0.0003, -0.0129], [-0.0008, -0.0064, -0.0150], [0.0049, 0.0221, -0.0205], [-0.0125, 0.0074, 0.0012], [0.0138, -0.0009, 0.0092], [-0.0088, 0.0040, -0.0008], [-0.0247, 0.0030, 0.0451], [-0.0201, 0.0344, 0.0131], [-0.0101, 0.0179, -0.0122], [-0.0461, 0.0492, 0.0126], [-0.0015, -0.0156, -0.0097], [-0.0001, 0.0015, 0.0034], [-0.0041, 0.0051, -0.0015], [-0.0022, -0.0109, 0.0012], [-0.0037, -0.0042, -0.0008], [-0.0034, -0.0006, 0.0030], [-0.0053, -0.0202, -0.0083], [0.0110, -0.0603, -0.0375], [0.0169, -0.0362, -0.0169], [-0.0105, -0.0121, 0.0114], [-0.5041, 0.4411, 0.0487], [0.1363, -0.2356, 0.2470], [0.0435, 0.1306, 0.0550], [0.0577, -0.2160, -0.0551], [0.3629, 0.1965, -0.1978], [-0.2421, 0.0571, 0.4571], [-0.0630, -0.0344, -0.0106], [-0.0698, 0.0630, -0.0180], [-0.0288, -0.0192, 0.0098], [0.0296, 0.0231, 0.0385], [-0.0116, 0.0125, -0.0061], [0.0344, -0.4037, 0.0294], [-0.2374, 0.1893, -0.0376], [-0.0024, 0.1441, -0.0278], [-0.0304, 0.0454, 0.0487], [-0.1129, 0.1278, -0.0834]]
}